Record 1
Entry from the OMol25 dataset: a structure of composition C35H34As2BrINO2V in a non-equilibrium geometry (ωB97M-V with the def2-TZVPD basis set).

Last column: Löwdin spin population.
Cartesian coordinates (Å):
V -0.78 -0.47 -2.28  0.971
N -0.76 0.75 -4.11  0.006
C -2.19 0.97 -4.43  0.000
C -2.92 -0.39 -4.47  -0.001
C -2.24 -1.25 -3.41  -0.005
O -2.60 -1.13 -2.18  -0.004
O -1.20 -1.89 -3.72  0.011
H -0.23 1.60 -4.21  0.001
H -0.39 0.08 -4.78  0.002
H -2.32 1.48 -5.39  0.000
H -2.61 1.61 -3.65  0.000
H -2.79 -0.87 -5.44  0.000
H -3.97 -0.26 -4.25  0.000
C -2.07 -0.26 1.07  0.006
C -1.50 -1.68 1.10  0.000
As 0.47 -1.69 1.20  -0.001
C 0.62 -2.36 3.05  0.000
C 1.09 -1.52 4.05  0.000
C 1.15 -1.95 5.37  0.000
C 0.77 -3.25 5.69  0.000
C 0.30 -4.10 4.69  0.000
C 0.22 -3.66 3.38  0.000
C 0.92 -3.37 0.31  0.000
C 0.19 -3.88 -0.75  0.000
C 0.63 -5.01 -1.44  0.000
C 1.84 -5.59 -1.10  0.000
C 2.60 -5.06 -0.06  0.000
C 2.13 -3.97 0.65  0.000
As -1.42 0.90 -0.41  0.012
C -0.05 2.10 0.31  0.002
C 0.50 2.04 1.58  0.000
C 1.45 2.97 1.97  0.000
C 1.86 3.96 1.08  0.000
C 1.31 4.03 -0.19  0.000
C 0.36 3.10 -0.57  0.001
C -2.90 2.16 -0.35  0.000
C -3.98 2.06 -1.23  0.000
C -5.06 2.93 -1.11  0.000
C -5.07 3.89 -0.12  0.000
C -4.01 3.98 0.78  0.000
C -2.93 3.12 0.66  0.000
H -1.88 0.25 2.01  0.000
H -3.15 -0.31 0.91  0.000
H -1.81 -2.21 0.19  0.000
H -1.89 -2.23 1.95  0.000
H 1.41 -0.52 3.79  0.000
H 1.49 -1.28 6.14  0.000
H 0.83 -3.59 6.71  0.000
H 0.01 -5.11 4.94  0.000
H -0.15 -4.32 2.61  0.000
H -0.75 -3.43 -1.07  0.000
H 0.04 -5.41 -2.25  0.000
H 2.20 -6.46 -1.64  0.000
H 3.55 -5.50 0.19  0.000
H 2.69 -3.56 1.48  0.000
H 0.17 1.28 2.28  0.000
H 1.86 2.94 2.97  0.000
H 2.61 4.68 1.38  0.000
H 1.61 4.81 -0.87  0.000
H -0.10 3.15 -1.56  0.001
H -3.99 1.28 -1.98  0.000
H -5.89 2.84 -1.80  0.000
H -5.90 4.57 -0.03  0.000
H -4.03 4.72 1.56  0.000
H -2.10 3.19 1.36  0.000
Br 2.99 2.91 -3.26  0.000
C 3.65 2.19 -1.64  0.000
C 4.62 2.90 -0.95  0.000
C 5.08 2.42 0.27  0.000
C 4.58 1.24 0.79  0.000
C 3.64 0.51 0.07  0.000
C 3.19 0.98 -1.15  0.003
I 1.93 -0.27 -2.35  -0.003
H 5.02 3.81 -1.37  0.000
H 5.85 2.97 0.80  0.000
H 4.93 0.87 1.74  0.000
H 3.28 -0.43 0.46  0.000

Properties
- 2S+1: 2
- Net charge: +1
- Lowest unoccupied orbital energy (alpha / beta): -3.1823 / -3.0627 eV
- Energy above the lowest of the compared OMol25 structures with the same formula, charge and spin: 139.75 kJ/mol

Record 2
Entry from the OMol25 dataset: a structure of composition C35H34BCl3FeN5O3S2 in a non-equilibrium geometry (ωB97M-V with the def2-TZVPD basis set).

Last column: Löwdin spin population.
Cartesian coordinates (Å):
Fe 0.24 0.28 -0.19  1.020
C 5.11 1.21 -1.45  -0.001
N 4.00 0.87 -2.34  0.004
C 4.07 0.81 -3.71  0.001
C 2.86 0.46 -4.16  0.002
N 2.02 0.30 -3.04  0.003
C 2.76 0.57 -1.92  0.001
S 2.39 0.57 -0.26  -0.003
C 0.67 -0.12 -3.16  0.000
C 0.17 -0.46 -4.41  0.000
C -1.13 -0.89 -4.53  0.000
C -1.93 -0.97 -3.40  0.001
C -1.38 -0.61 -2.20  0.003
N -0.11 -0.18 -2.07  -0.011
H 5.99 1.39 -2.07  0.000
H 5.30 0.39 -0.77  0.000
H 4.87 2.11 -0.89  0.000
H 4.98 1.03 -4.24  0.000
H 2.53 0.32 -5.16  0.000
H 0.79 -0.42 -5.29  0.000
H -1.51 -1.17 -5.51  0.000
H -2.96 -1.31 -3.45  0.000
H -1.96 -0.66 -1.29  0.002
Cl -1.48 9.57 6.72  0.000
C -1.48 8.08 5.87  0.000
C -2.44 7.12 6.15  0.000
C -2.41 5.92 5.47  0.000
C -1.45 5.65 4.50  0.000
C -1.48 4.32 3.79  0.000
C -1.91 4.47 2.32  0.000
N -1.93 3.16 1.67  -0.003
C -2.93 2.22 1.72  0.000
C -2.46 1.12 1.10  0.007
N -1.18 1.37 0.66  0.008
C -0.89 2.61 1.05  -0.006
O -0.23 3.64 3.81  0.000
C 0.00 2.90 5.01  0.000
C -0.69 1.56 4.97  0.000
C -1.85 1.23 5.62  0.000
Cl -2.77 2.23 6.67  0.000
S -2.35 -0.38 5.32  0.000
C -0.98 -0.65 4.32  0.000
C -0.20 0.45 4.23  0.000
C -0.51 6.64 4.23  0.000
Cl 0.72 6.42 3.01  0.000
C -0.51 7.85 4.90  0.000
H -3.19 7.31 6.90  0.000
H -3.15 5.16 5.70  0.000
H -2.23 3.69 4.28  0.000
H -1.23 5.11 1.77  0.000
H -2.91 4.90 2.27  0.000
H -3.88 2.43 2.19  0.000
H -2.95 0.17 0.94  0.000
H 0.05 3.13 0.91  0.000
H -0.30 3.48 5.88  0.000
H 1.08 2.76 5.06  0.000
H -0.81 -1.64 3.91  0.000
H 0.74 0.47 3.70  0.000
H 0.24 8.60 4.68  0.000
C 0.33 -4.77 6.19  0.000
C 0.45 -5.64 4.93  0.000
C 1.90 -6.10 4.74  0.000
C -0.43 -6.88 5.12  0.000
C 0.03 -4.82 3.71  0.002
C -1.02 -5.20 2.87  0.002
C -1.42 -4.46 1.76  0.000
C -0.71 -3.31 1.52  0.000
O -0.88 -2.36 0.50  0.000
B 0.08 -1.41 0.77  -0.031
O 0.86 -1.71 1.86  0.000
C 0.34 -2.91 2.33  -0.001
C 0.73 -3.63 3.43  0.000
H 0.61 -5.36 7.07  0.000
H -0.69 -4.41 6.32  0.000
H 1.00 -3.91 6.15  0.000
H 2.22 -6.70 5.60  0.000
H 2.58 -5.25 4.67  0.000
H 2.01 -6.70 3.84  0.000
H -0.09 -7.42 6.00  0.000
H -0.36 -7.56 4.27  0.000
H -1.48 -6.62 5.27  0.000
H -1.56 -6.11 3.08  0.000
H -2.23 -4.78 1.13  0.000
H 1.55 -3.30 4.05  0.000

Properties
- 2S+1: 2
- Net charge: +2
- Lowest unoccupied orbital energy (alpha / beta): -6.6838 / -6.2081 eV
- Energy above the lowest of the compared OMol25 structures with the same formula, charge and spin: 20.59 kJ/mol

Record 3
Entry from the OMol25 dataset: a structure of composition C35H34ClCrNOSi2 in a non-equilibrium geometry (ωB97M-V with the def2-TZVPD basis set).

Last column: Löwdin spin population.
Cartesian coordinates (Å):
C 2.20 0.13 0.06  0.027
C 1.90 -1.21 -0.37  0.038
C 1.29 -1.12 -1.68  0.010
H 2.19 -2.12 0.14  0.009
C 1.15 0.27 -2.02  0.036
C 1.71 1.04 -0.94  0.031
H 1.87 2.12 -0.94  0.004
H 2.81 0.39 0.93  0.002
H 1.07 -1.97 -2.33  0.002
H 0.76 0.65 -2.96  0.007
Cr -0.04 -0.13 -0.21  3.660
Si -2.09 -1.25 -0.90  0.021
C -2.18 -3.02 -0.37  -0.002
C -3.44 -3.59 -0.10  -0.002
H -4.34 -2.98 -0.20  -0.001
C -3.54 -4.93 0.29  0.000
H -4.52 -5.35 0.53  0.000
C -2.39 -5.73 0.36  -0.001
H -2.48 -6.78 0.66  0.000
C -1.14 -5.17 0.08  0.001
H -0.24 -5.79 0.14  0.000
C -1.03 -3.82 -0.26  0.004
H -0.04 -3.40 -0.47  0.003
C -2.12 -1.18 -2.76  -0.002
C -1.92 -2.33 -3.54  -0.005
H -1.82 -3.31 -3.07  0.000
C -1.83 -2.22 -4.94  0.001
H -1.65 -3.12 -5.53  0.000
C -1.96 -0.98 -5.56  -0.005
H -1.89 -0.90 -6.65  0.000
C -2.17 0.17 -4.79  0.001
H -2.26 1.14 -5.26  0.000
C -2.26 0.07 -3.39  -0.003
H -2.45 0.96 -2.80  0.001
H -3.23 -0.47 -0.35  0.002
Si -7.92 -3.31 -2.37  0.000
C -7.46 -3.00 -4.14  0.000
C -7.42 -4.04 -5.08  0.000
H -7.65 -5.06 -4.77  0.000
C -7.07 -3.77 -6.41  0.000
H -7.02 -4.58 -7.13  0.000
C -6.80 -2.45 -6.81  0.000
H -6.53 -2.24 -7.84  0.000
C -6.87 -1.41 -5.88  0.000
H -6.67 -0.39 -6.18  0.000
C -7.22 -1.68 -4.55  0.000
H -7.29 -0.86 -3.83  0.000
C -7.44 -5.05 -1.95  0.000
C -6.12 -5.48 -2.13  0.000
H -5.37 -4.80 -2.54  0.000
C -5.76 -6.78 -1.77  0.000
H -4.73 -7.10 -1.89  0.000
C -6.71 -7.66 -1.23  0.000
H -6.43 -8.67 -0.95  0.000
C -8.03 -7.22 -1.06  0.000
H -8.78 -7.90 -0.65  0.000
C -8.40 -5.92 -1.42  0.000
H -9.43 -5.57 -1.30  0.000
H -9.37 -3.07 -2.21  0.000
Cl -6.89 -2.03 -1.12  0.000
O -1.02 1.92 -0.46  0.058
C -0.96 2.82 0.66  0.010
C -0.46 2.08 1.87  0.018
C -0.29 2.79 3.07  -0.001
C 0.28 2.15 4.16  0.013
C 0.69 0.83 4.01  -0.001
C 0.51 0.19 2.78  0.024
N -0.07 0.80 1.73  0.025
H -1.17 2.41 -1.29  0.005
H -0.27 3.65 0.44  0.002
H -1.96 3.24 0.85  0.002
H -0.59 3.84 3.05  0.000
H 0.43 2.69 5.10  0.001
H 1.17 0.29 4.82  0.000
H 0.86 -0.83 2.60  0.006

Properties
- 2S+1: 5
- Lowest unoccupied orbital energy (alpha / beta): 0.1499 / 0.0217 eV
- Energy above the lowest of the compared OMol25 structures with the same formula, charge and spin: 0.00 kJ/mol

Record 4
Entry from the OMol25 dataset: a structure of composition C35H34N5O10SSn in a non-equilibrium geometry (ωB97M-V with the def2-TZVPD basis set).

Last column: Löwdin spin population.
Cartesian coordinates (Å):
Sn 0.03 0.33 0.10  0.326
O 2.79 -6.34 -1.03  0.000
C 2.50 -5.58 -1.96  0.000
O 2.56 -5.69 -3.19  0.000
C 1.96 -4.20 -1.48  -0.002
C 1.91 -3.89 -0.13  0.003
C 1.50 -2.63 0.25  0.007
N 1.12 -1.72 -0.65  0.075
C 1.13 -2.01 -1.95  0.007
C 1.56 -3.25 -2.41  0.002
C 0.75 -0.92 -2.89  0.008
C 0.41 -1.18 -4.21  0.003
C 0.15 -0.12 -5.06  -0.001
C 0.21 1.18 -4.56  0.002
C 0.50 1.35 -3.23  0.007
N 0.76 0.33 -2.41  0.097
C 1.49 -2.16 1.66  0.008
C 1.46 -3.01 2.75  0.002
C 1.50 -2.47 4.02  0.000
C 1.57 -1.09 4.16  0.001
C 1.57 -0.31 3.02  0.006
N 1.54 -0.84 1.80  0.073
H 2.24 -4.65 0.57  0.000
H 1.62 -3.51 -3.45  0.000
H 0.35 -2.20 -4.57  0.000
H -0.10 -0.30 -6.09  0.000
H 0.02 2.03 -5.20  0.000
H 0.53 2.34 -2.79  0.001
H 1.39 -4.08 2.61  0.000
H 1.46 -3.11 4.89  0.000
H 1.60 -0.63 5.14  0.000
H 1.61 0.77 3.07  0.001
C -2.04 -3.39 0.45  0.000
C -2.25 -1.89 0.31  0.001
C -3.69 -1.54 -0.05  0.000
O -1.31 -1.37 -0.65  0.016
C -1.98 -1.25 1.67  0.005
O -2.54 -1.67 2.65  0.005
O -1.12 -0.25 1.69  0.077
H -2.38 -3.90 -0.46  0.000
H -2.60 -3.76 1.30  0.000
H -0.98 -3.62 0.60  0.000
H -3.97 -1.99 -1.00  0.000
H -3.82 -0.46 -0.13  0.000
H -4.34 -1.92 0.74  0.000
H -1.80 -0.98 -1.44  0.000
O 0.58 2.24 1.44  0.117
N -0.06 3.28 1.92  0.006
C -0.94 3.11 2.92  0.011
C -1.59 4.19 3.48  -0.001
C -1.34 5.46 3.00  0.011
C -0.45 5.61 1.94  -0.001
C 0.18 4.50 1.41  0.011
H -1.09 2.08 3.23  0.001
H -2.28 4.02 4.29  0.000
H -1.83 6.32 3.43  0.001
H -0.23 6.58 1.52  0.000
H 0.88 4.53 0.60  0.001
C 0.44 5.80 -4.50  0.000
C -1.04 5.53 -4.33  0.000
C -1.74 6.07 -3.25  0.000
C -3.10 5.83 -3.10  0.000
C -3.76 5.04 -4.03  0.000
C -3.08 4.50 -5.12  0.000
C -1.72 4.76 -5.26  0.000
S -5.47 4.68 -3.80  0.000
O -5.92 4.07 -5.02  0.000
O -6.11 5.85 -3.27  0.000
N -5.55 3.55 -2.62  0.001
C -4.65 2.39 -2.66  0.001
C -3.44 2.58 -1.76  0.005
C -2.52 1.39 -1.71  0.008
O -2.80 0.36 -2.34  0.000
O -1.46 1.56 -1.00  0.098
H 0.80 6.53 -3.78  0.000
H 0.65 6.18 -5.50  0.000
H 1.02 4.88 -4.37  0.000
H -1.22 6.69 -2.53  0.000
H -3.65 6.26 -2.27  0.000
H -3.63 3.91 -5.84  0.000
H -1.19 4.35 -6.11  0.000
H -5.66 4.00 -1.72  0.000
H -4.35 2.25 -3.69  0.000
H -5.20 1.51 -2.36  0.000
H -3.76 2.77 -0.73  0.000
H -2.84 3.45 -2.06  0.000

Properties
- 2S+1: 2
- Lowest unoccupied orbital energy (alpha / beta): -1.0747 / -2.0852 eV
- Energy above the lowest of the compared OMol25 structures with the same formula, charge and spin: 68.16 kJ/mol

Record 5
Entry from the OMol25 dataset: a structure of composition C35H35N5O5Sc (ωB97M-V with the def2-TZVPD basis set).

Last column: Mulliken charge in e.
Cartesian coordinates (Å):
Sc 0.56 -0.16 -0.56  -0.164
C -3.60 -3.48 0.08  -1.283
N -3.60 -2.06 -0.20  1.221
C -3.84 -1.73 -1.60  -1.671
C -2.78 -0.82 -2.22  0.344
C -1.52 -1.56 -2.67  -1.091
N -0.55 -1.86 -1.62  0.712
C -0.30 -3.09 -1.38  -0.136
C 0.74 -3.62 -0.53  0.233
C 0.63 -4.95 -0.11  -0.637
C 1.61 -5.55 0.65  -0.762
C 2.75 -4.80 0.97  -0.479
C 2.91 -3.51 0.54  -0.505
C 1.90 -2.86 -0.23  0.361
O 2.07 -1.65 -0.64  -0.771
C -4.48 -1.31 0.67  -1.257
C -4.07 -1.30 2.14  -1.326
C -2.63 -0.83 2.33  -0.135
N -2.36 0.35 1.54  0.258
C -1.78 1.32 2.11  -0.353
C -1.34 2.53 1.39  0.673
C -1.34 3.74 2.10  -0.713
C -0.94 4.93 1.51  -0.768
C -0.50 4.90 0.19  -0.608
C -0.46 3.72 -0.52  -0.324
C -0.86 2.50 0.06  -0.027
O -0.74 1.38 -0.62  -0.387
H -4.60 -3.94 -0.02  0.282
H -3.24 -3.67 1.09  0.239
H -2.92 -4.00 -0.60  0.421
H -4.81 -1.23 -1.69  0.467
H -3.93 -2.65 -2.19  0.548
H -2.52 -0.02 -1.52  -0.399
H -3.21 -0.35 -3.10  0.414
H -0.99 -0.95 -3.41  0.396
H -1.82 -2.49 -3.18  0.426
H -0.91 -3.85 -1.89  0.368
H -0.26 -5.51 -0.39  0.332
H 1.50 -6.57 0.99  0.400
H 3.54 -5.26 1.56  0.365
H 3.79 -2.94 0.77  0.447
H -5.52 -1.68 0.58  0.396
H -4.47 -0.28 0.32  0.534
H -4.20 -2.28 2.60  0.375
H -4.75 -0.62 2.66  0.401
H -1.94 -1.60 1.97  -0.082
H -2.43 -0.67 3.40  0.527
H -1.57 1.31 3.19  0.209
H -1.66 3.73 3.13  0.381
H -0.95 5.85 2.08  0.373
H -0.17 5.82 -0.29  0.403
H -0.09 3.69 -1.53  0.456
O 4.07 4.03 -1.73  -0.688
C 3.69 3.60 -2.94  0.348
C 4.12 4.32 -4.06  -0.680
C 3.77 3.92 -5.33  -0.300
C 2.97 2.80 -5.52  -0.807
C 2.53 2.09 -4.42  -0.504
C 2.88 2.46 -3.12  0.249
C 2.35 1.66 -1.99  1.231
O 1.56 0.69 -2.24  -0.813
N 2.73 2.03 -0.79  -1.319
N 2.15 1.26 0.20  1.025
C 2.49 1.52 1.40  -0.444
C 2.01 0.81 2.58  0.679
C 2.53 1.19 3.82  -0.724
C 2.17 0.56 4.99  -0.868
C 1.25 -0.49 4.93  -0.486
C 0.71 -0.88 3.72  -0.785
C 1.06 -0.24 2.51  0.118
O 0.49 -0.62 1.40  0.722
H 3.68 3.39 -1.07  0.634
H 4.74 5.19 -3.89  0.405
H 4.12 4.49 -6.18  0.351
H 2.69 2.49 -6.52  0.402
H 1.91 1.21 -4.53  0.439
H 3.22 2.31 1.57  0.195
H 3.25 2.00 3.84  0.384
H 2.59 0.88 5.94  0.374
H 0.96 -1.01 5.84  0.409
H 0.01 -1.70 3.67  0.366

Properties
- 2S+1: 1
- Net charge: -1
- Lowest unoccupied orbital energy: 2.5701 eV
- Energy above the lowest of the compared OMol25 structures with the same formula, charge and spin: 0.00 kJ/mol

Record 6
Entry from the OMol25 dataset: a structure of composition C35H36BFIN7O3S2V (ωB97M-V with the def2-TZVPD basis set).

Last column: Mulliken charge in e.
Cartesian coordinates (Å):
V -0.01 0.77 -2.28  -0.113
C 2.59 -2.33 -2.65  -0.550
N 3.42 -1.14 -2.80  0.203
C 4.74 -1.02 -2.41  -0.487
C 5.12 0.25 -2.74  -0.441
N 4.05 0.87 -3.33  0.031
B 4.02 2.32 -3.91  0.393
N 3.12 3.27 -3.00  0.344
C 3.16 4.61 -3.28  -0.748
C 2.35 5.26 -2.41  -0.324
N 1.82 4.30 -1.58  0.211
C 0.99 4.59 -0.42  -0.642
C 2.29 3.09 -1.97  -0.076
S 1.86 1.62 -1.12  -0.270
C 3.03 0.02 -3.35  -0.553
S 1.47 0.39 -4.02  0.106
H 3.22 -3.15 -2.30  0.350
H 2.15 -2.60 -3.60  0.333
H 1.80 -2.14 -1.92  -0.043
H 5.28 -1.83 -1.98  0.471
H 6.07 0.74 -2.63  0.532
H 3.54 2.30 -5.00  -0.025
H 5.13 2.76 -3.87  -0.138
H 3.77 4.99 -4.08  0.549
H 2.14 6.30 -2.28  0.493
H 0.72 5.64 -0.44  0.343
H 1.54 4.37 0.50  0.320
H 0.08 4.00 -0.46  0.118
F 0.90 -3.90 2.60  -0.328
C 0.16 -2.79 2.67  0.172
C 0.11 -1.96 1.59  -0.607
C -0.72 -0.83 1.62  0.976
C -0.83 0.03 0.46  1.140
O -0.19 -0.28 -0.62  -0.403
C -1.66 1.15 0.58  -0.151
C -2.38 1.35 1.74  -0.325
N -2.30 0.55 2.80  0.335
C -3.14 0.81 3.96  -0.357
C -2.51 1.32 5.23  -0.414
C -3.37 2.22 4.40  -1.040
C -1.47 -0.57 2.77  -0.252
C -1.39 -1.42 3.88  -0.983
C -0.58 -2.54 3.85  -0.984
N -0.50 -3.41 4.94  0.286
C 0.69 -4.19 5.23  -0.608
C 0.90 -4.27 6.74  -0.954
N -0.33 -4.84 7.39  -0.133
C -1.55 -4.03 7.07  -0.706
C -1.70 -3.95 5.56  -0.668
C -1.85 2.18 -0.49  0.090
O -2.64 3.07 -0.38  -0.614
O -1.03 2.07 -1.54  0.085
H 0.67 -2.20 0.70  0.677
H -3.05 2.19 1.80  0.879
H -3.97 0.11 4.03  0.491
H -1.45 1.51 5.20  0.230
H -2.89 0.95 6.17  0.333
H -2.87 3.02 3.87  0.358
H -4.36 2.47 4.75  0.264
H -1.94 -1.19 4.77  0.874
H 1.57 -3.70 4.81  0.484
H 0.64 -5.20 4.81  0.389
H 1.06 -3.29 7.17  0.360
H 1.74 -4.92 6.98  0.437
H -0.19 -4.87 8.41  0.360
H -0.47 -5.80 7.09  0.400
H -1.41 -3.04 7.51  0.396
H -2.41 -4.51 7.53  0.396
H -2.56 -3.33 5.32  0.473
H -1.91 -4.96 5.17  0.232
I -1.38 -1.48 -2.96  0.299
C -1.68 -0.89 -4.93  1.007
C -2.13 -1.71 -5.91  -0.594
C -2.39 -1.14 -7.18  -0.691
C -2.22 0.20 -7.38  -0.962
C -1.75 1.05 -6.35  0.621
C -1.57 2.44 -6.53  -0.833
C -1.13 3.23 -5.50  -1.356
C -0.83 2.66 -4.24  -0.561
C -0.96 1.31 -4.04  0.465
C -1.45 0.48 -5.08  0.971
H -2.31 -2.77 -5.75  0.481
H -2.75 -1.77 -7.98  0.432
H -2.44 0.63 -8.35  0.461
H -1.79 2.88 -7.49  0.446
H -1.02 4.29 -5.63  0.491
H -0.48 3.32 -3.46  0.343

Properties
- 2S+1: 1
- Net charge: +3
- Lowest unoccupied orbital energy (alpha / beta): -8.7300 / -8.7284 eV
- Energy above the lowest of the compared OMol25 structures with the same formula, charge and spin: 74.60 kJ/mol